# 1
Molecular formula: C35H57CdN2O2P2
Method: DFT, ωB97M-V/def2-TZVPD

Element x y z (Å)
Cd: 0.2806 -0.6259 0.4510
P: -1.0095 2.6381 1.2767
P: 1.9678 -2.0207 -0.9961
O: 1.8452 -2.2933 2.9857
O: -1.5201 -2.3152 1.5699
N: -1.2644 1.1973 0.3740
N: 1.7487 0.9849 -0.6630
C: 2.3666 -0.7633 -2.2725
C: 1.4177 -1.7066 2.0852
C: 1.0283 -3.3389 -1.9720
C: -0.1636 -2.6727 -2.6888
C: -0.4180 2.6776 -3.0019
C: -2.4039 3.8152 0.8833
C: -3.4094 -3.6067 0.6154
C: 0.5005 -4.4075 -0.9959
C: 2.6917 3.1707 -0.6330
C: 0.2720 2.8667 -0.0999
C: -0.1388 3.4749 3.7463
C: -2.6011 4.8437 2.0117
C: -0.9163 2.6901 -4.3012
C: 2.5752 0.6185 -1.6577
C: -0.7262 2.2327 3.0527
C: -1.0127 1.8313 -2.0359
C: -2.5768 -2.3558 3.8088
C: 4.2479 -1.4182 0.4640
C: 3.6125 2.7821 -1.6027
C: 1.9462 -3.9794 -3.0168
C: -2.4525 0.8966 -3.7425
C: 3.6601 -3.8621 0.2917
C: 4.7086 -2.6573 -1.6386
C: -2.1790 4.6500 -0.3977
C: 3.7227 -2.5268 -0.4675
C: 1.6470 2.2956 -0.3300
C: -1.6235 -3.0132 2.8356
C: 0.2609 1.0678 3.2541
C: -1.9948 0.8956 -2.4253
C: -0.6781 1.9660 -0.6349
C: 3.5149 1.5115 -2.1674
C: -1.9161 1.7896 -4.6776
C: -3.6833 2.9850 0.6933
C: -2.7770 -2.2526 0.8563
C: -2.0780 1.8497 3.6752
H: 2.6662 4.1699 -0.2051
H: -0.5099 3.3908 -5.0305
H: 1.3363 -4.6565 -3.6339
H: -2.7913 2.6796 3.6825
H: -1.2947 5.2936 -0.3154
H: -0.7947 -2.0817 -2.0071
H: 3.6082 -1.2826 1.3442
H: 5.2510 -1.7127 0.8101
H: -3.4551 -1.5989 1.4269
H: 5.6455 -3.0745 -1.2379
H: -2.3798 0.2179 -1.6634
H: -2.4717 -2.8443 4.7806
H: 0.4172 3.3308 -2.7199
H: -3.0399 5.3218 -0.5142
H: -4.2553 -3.4775 -0.0649
H: -2.1167 4.0501 -1.3128
H: 0.2515 3.9388 -0.3392
H: 3.3728 -4.6959 -0.3646
H: -3.2271 0.1903 -4.0287
H: -3.4131 5.5198 1.7090
H: 4.3739 3.4790 -1.9443
H: 1.5331 -0.7230 -2.9933
H: -3.6222 2.3121 -0.1694
H: 4.3374 -0.4570 -0.0591
H: -2.3628 -1.2898 3.9411
H: 3.2405 -1.0488 -2.8736
H: -0.1698 0.0996 2.9687
H: -0.0638 -5.1530 -1.5780
H: 2.9806 -3.8206 1.1523
H: 4.6704 -4.0811 0.6729
H: 1.2016 1.2283 2.7144
H: -2.8931 4.4057 2.9711
H: 0.8045 3.7823 3.2763
H: 4.9576 -1.6879 -2.0877
H: 0.5092 0.9920 4.3240
H: 0.0680 3.2241 4.7949
H: -2.5419 -1.7438 -0.0891
H: -2.2973 1.7887 -5.6981
H: -3.6171 -2.4759 3.4911
H: -3.7993 -4.0422 1.5410
H: 4.1425 1.1811 -2.9981
H: -1.9147 1.5543 4.7213
H: -1.9455 -4.0449 2.6228
H: 4.3584 -3.3358 -2.4239
H: -2.5433 1.0011 3.1556
H: -0.1746 -3.9761 -0.2416
H: 2.7434 -4.5840 -2.5658
H: 0.1578 -2.0231 -3.5137
H: -4.5175 3.6748 0.5051
H: -3.9428 2.3916 1.5775
H: 1.3109 -4.9326 -0.4747
H: -1.7029 5.4607 2.1396
H: -0.6070 -3.0613 3.2343
H: -2.7136 -4.3152 0.1518
H: -0.7953 -3.4639 -3.1220
H: -0.8280 4.3252 3.7404
H: 2.3909 -3.2344 -3.6913

Cartesian forces (eV/Å) of the 2 atoms listed first:
-1.304 1.062 -0.713
0.592 -2.315 -1.898

Kohn-Sham gap (spin up / spin down): 4.47 / 4.45 eV
HOMO level (spin up / spin down): -0.263 / -0.262 Ha
Energy above the lowest of the compared OMol25 structures with the same formula, charge and spin: 11.9 kcal/mol
Max |F|: 4.99 eV/Å
Charge: +1

---

# 2
Molecular formula: C35H57Cl2FeN4O2
Method: DFT, ωB97M-V/def2-TZVPD

Element x y z (Å)
Fe: 0.4030 -1.5120 1.0055
Cl: -1.2107 -2.4645 3.0676
Cl: -4.2067 -0.5835 2.2012
O: 0.7075 0.1955 2.0073
O: 1.8193 -1.2986 -0.4205
N: -0.4669 -0.2511 -0.1592
N: -0.7188 -3.1614 0.4747
N: 1.5888 -2.0671 3.7971
N: 1.8733 -3.1818 1.2527
C: 3.4296 -2.4808 -4.0119
C: -0.2650 0.9919 1.7592
C: -1.1956 2.0456 -4.9051
C: -1.8150 1.8287 0.0241
C: -0.1163 0.9094 4.8054
C: 4.2019 -0.1249 -3.6257
C: -0.6426 3.3293 4.8153
C: -0.0351 -0.3077 -1.4409
C: 0.0109 2.2164 3.9943
C: 1.4950 2.5777 3.8031
C: -0.6354 2.0746 2.6192
C: 0.0169 0.4075 -6.3295
C: 1.3038 -0.8716 -1.5173
C: -1.3507 -3.4648 1.7309
C: -2.1326 2.8944 0.8310
C: -0.9365 0.8460 0.4852
C: 1.2493 -0.4016 -3.8561
C: -1.5493 2.9705 2.1256
C: -1.7802 -3.2351 4.4293
C: -4.3913 3.3028 -0.1687
C: 0.1458 -4.2905 0.0147
C: -3.4468 5.0022 1.3811
C: 2.7565 -2.9242 3.5828
C: -0.0803 0.1022 -3.8062
C: -2.4197 4.6888 -0.8636
C: 4.1831 -1.7528 -1.7671
C: 3.4246 -1.3060 -3.0227
C: -0.8224 0.5635 -5.0608
C: 1.9739 -0.8591 -2.7838
C: 0.4930 -2.6998 3.5135
C: -2.1019 -0.2704 -5.2241
C: 1.2800 -4.4874 1.0201
C: -0.6956 0.1694 -2.5863
C: -3.0918 3.9657 0.3145
C: 3.0560 -3.0284 2.0836
H: 2.0046 -5.1873 0.5890
H: -4.8245 2.6726 0.6099
H: -1.9977 -4.3006 1.9827
H: -2.8181 -2.9975 4.6032
H: -4.2290 2.6863 -1.0537
H: 1.5912 3.5239 3.2686
H: -2.5714 5.5601 1.7186
H: 1.7215 -1.0538 3.7008
H: -1.7178 3.1742 4.9246
H: 3.7802 0.2030 -4.5759
H: 2.0241 1.8114 3.2383
H: -2.7794 -0.1408 -4.3789
H: -1.4968 -2.9488 -0.1452
H: 4.2023 0.7277 -2.9442
H: -5.1220 4.0689 -0.4327
H: 4.4537 -2.8155 -4.1881
H: -2.2786 1.7229 -0.9444
H: -0.2070 3.3371 5.8159
H: -1.8675 -1.3330 -5.3112
H: 2.9995 -2.2073 -4.9759
H: 2.1413 -2.7902 0.3514
H: 5.2377 -0.4179 -3.8056
H: 1.9765 2.6868 4.7771
H: 3.5288 -2.1065 1.7391
H: 2.8603 -3.3247 -3.6162
H: -1.7017 0.5522 -2.4970
H: 1.7295 -0.4233 -4.8239
H: -0.9490 -1.3568 1.7110
H: 0.2993 -0.6323 -6.5064
H: -1.1270 -3.9670 4.8777
H: 5.2200 -1.9466 -2.0482
H: -1.8675 2.2040 -4.0597
H: -0.5673 0.7387 -7.1885
H: 0.5665 -4.0011 -0.9507
H: 0.9237 1.0146 -6.2969
H: -1.5121 5.2020 -0.5409
H: 3.6267 -2.5298 4.1048
H: -0.4700 4.3136 4.3777
H: -4.1476 5.7226 0.9584
H: -0.4249 -5.2096 -0.1247
H: -3.1005 5.4324 -1.2827
H: -3.2106 -1.2399 2.6149
H: -2.6331 0.0353 -6.1272
H: -1.8489 3.7934 2.7556
H: 2.4814 -3.8864 4.0051
H: 0.6968 0.8281 5.5301
H: -1.0595 0.8761 5.3534
H: 4.1747 -0.9938 -0.9872
H: -1.3490 -1.3361 3.8527
H: 3.7758 -2.6769 -1.3532
H: -2.1494 3.9909 -1.6577
H: -1.7028 2.3999 -5.8043
H: 3.7746 -3.8434 1.9488
H: -0.0520 0.0287 4.1629
H: -0.3063 2.6590 -4.7508
H: 0.9200 -4.9030 1.9604
H: -3.9269 4.5467 2.2498

Cartesian forces (eV/Å) of the 2 atoms listed first:
-0.206 1.272 -1.712
-0.154 0.426 -0.894

Kohn-Sham gap (spin up / spin down): 5.27 / 5.27 eV
HOMO level (spin up / spin down): -0.363 / -0.363 Ha
Max |F|: 3.55 eV/Å
Charge: +1

---

# 3
Molecular formula: C35H57MnN5O10S3Si
Method: DFT, ωB97M-V/def2-TZVPD

Element x y z (Å)
Mn: 0.3718 -0.6853 -0.4642
S: 2.3802 -2.2466 -4.4015
S: 2.1964 5.8705 -0.0474
S: -2.1839 0.1762 0.0766
Si: -2.0002 -0.5635 1.9532
O: 0.2263 0.4486 -2.2098
O: -0.3714 -0.8276 2.1438
O: 2.0153 0.4638 0.1448
O: -0.5507 -2.5934 -0.9021
O: -2.5726 0.3867 3.2020
O: 0.9770 6.6072 -0.2491
O: -2.6489 -2.0451 2.3491
O: 3.3397 6.5037 0.5526
O: 3.1958 2.2388 0.7915
O: 1.8486 -2.3939 -0.1515
N: 2.5292 0.1856 -3.1400
N: 1.4156 -3.5695 -0.2586
N: 4.3794 -0.9604 -3.0835
N: 0.1904 -3.6388 -0.6515
N: 1.8580 4.5597 0.8317
C: -4.5327 -2.0588 3.8384
C: 5.2846 -2.0738 -3.1834
C: -0.2221 -1.0574 4.5678
C: -2.0272 2.7110 2.7580
C: -0.8161 1.0387 -2.9241
C: -1.5305 -0.0038 -3.7795
C: 0.7162 3.7395 0.3801
C: -1.7816 -4.9855 -0.9128
C: 3.4893 4.2083 -4.0906
C: -3.0606 1.7186 3.2785
C: -0.2780 -7.3129 -0.8032
C: 2.1969 4.6798 -3.9021
C: -3.3194 1.9650 4.7636
C: 1.7988 5.2133 -2.6831
C: 0.3524 -1.4629 3.2114
C: 2.7075 5.2855 -1.6395
C: -4.3635 1.8508 2.4931
C: 4.3888 4.2937 -3.0279
C: -0.2682 2.1783 -3.7861
C: 0.8169 2.3485 0.9897
C: 1.7947 -0.9924 3.0916
C: 3.0861 -0.9875 -3.5176
C: -3.9532 -3.9989 2.3718
C: 3.9109 3.5896 -5.3930
C: -1.6585 -7.3927 -0.9517
C: -0.4046 -4.9198 -0.7528
C: 4.6108 0.2197 -2.3889
C: 3.4600 0.9140 -2.4265
C: 2.1193 1.6250 0.6218
C: 0.3549 -6.0860 -0.7086
C: -4.8645 -1.9076 1.3543
C: -2.4010 -6.2224 -1.0091
C: 0.2819 -2.9782 3.0445
C: -3.9927 -2.4767 2.4701
C: 4.0086 4.8244 -1.8093
H: -4.4614 -0.9773 3.9494
H: 0.7927 5.5832 -2.5389
H: 0.7067 3.6315 -0.7128
H: -1.5460 1.4694 -2.2259
H: -0.0376 1.7590 0.6566
H: -4.0351 1.2333 5.1447
H: 2.6745 3.9228 0.9396
H: -1.0743 2.7044 -4.3076
H: -3.9379 -2.5232 4.6283
H: 0.4321 1.7869 -4.5303
H: 3.2087 1.8487 -1.9576
H: -5.1159 1.1688 2.8981
H: -1.9204 -0.7919 -3.1334
H: -4.1890 1.6084 1.4441
H: 2.1865 -1.2129 2.0986
H: 5.0965 -2.8022 -2.3914
H: 4.1619 2.5369 -5.2494
H: 3.1085 3.6375 -6.1289
H: -5.8690 -2.3362 1.4099
H: 1.4802 4.6029 -4.7111
H: 0.3150 -8.2191 -0.7686
H: -4.4249 -2.1329 0.3822
H: -1.0999 2.6211 3.3275
H: 0.7718 2.4184 2.0808
H: 1.4465 0.3255 -2.8817
H: -2.3891 1.8594 5.3246
H: -3.7189 2.9691 4.9264
H: -4.9523 -4.4243 2.5006
H: -2.1461 -8.3567 -1.0281
H: 5.5399 0.4195 -1.8871
H: -1.8176 2.5042 1.7086
H: -2.3979 3.7347 2.8528
H: -5.5752 -2.3686 3.9543
H: -3.5575 -4.3002 1.4029
H: 5.3980 3.9180 -3.1547
H: -4.9428 -0.8221 1.4325
H: 4.7032 4.8757 -0.9815
H: 6.3095 -1.7099 -3.1055
H: -2.3289 -4.0542 -0.9575
H: -3.4770 -6.2691 -1.1272
H: -3.2957 -4.4028 3.1443
H: 0.4173 -1.4476 5.3638
H: 4.7883 4.0962 -5.8013
H: 0.7886 -3.4644 3.8832
H: -4.7463 2.8722 2.5645
H: -1.2316 -1.4512 4.6991
H: 0.7804 -3.2801 2.1238
H: -0.2687 0.0291 4.6501
H: 0.2661 2.8942 -3.1562
H: -0.2125 4.2292 0.6707
H: -2.3597 0.4394 -4.3425
H: 2.4135 -1.4978 3.8379
H: -0.8201 -0.4563 -4.4766
H: 1.4270 -6.0125 -0.6018
H: 1.8624 0.0852 3.2548
H: -0.7563 -3.3058 3.0126
H: 5.1297 -2.5687 -4.1408

Cartesian forces (eV/Å) of the 2 atoms listed first:
-0.488 0.050 -0.218
-0.051 -0.071 -0.042

Kohn-Sham gap (spin up / spin down): 6.31 / 6.31 eV
2S+1: 6
HOMO level (spin up / spin down): -0.080 / -0.080 Ha
Energy above the lowest of the compared OMol25 structures with the same formula, charge and spin: 0.9 kcal/mol
Max |F|: 0.54 eV/Å
Charge: -2

---

# 4
Molecular formula: C35H59Br2Cl2F3N2O21
Method: DFT, ωB97M-V/def2-TZVPD

Element x y z (Å)
Br: 0.7623 3.1192 0.9925
Br: -0.1165 5.5339 -1.4308
Cl: 2.0607 -1.3996 5.1321
Cl: -4.5383 -0.7670 0.9042
F: 1.4227 2.8567 -1.6485
F: -1.8382 3.6305 -0.6096
F: -1.1306 3.2762 -2.5876
O: 2.3310 5.3690 -7.3498
O: 1.8165 4.4854 -5.4454
O: -8.6752 3.8609 6.9179
O: 0.2208 5.6249 -6.5731
O: 8.3033 -3.9495 -4.2000
O: -8.8012 2.1326 1.1843
O: 4.9091 -7.4316 -0.6832
O: -6.7583 2.6724 7.0904
O: 0.5509 -1.5261 -5.1143
O: 1.7368 -3.3293 -4.9941
O: -9.4587 2.0944 3.3496
O: 6.1715 -3.5041 -3.5855
O: 4.9899 4.3172 0.4041
O: -7.3451 2.0113 2.9137
O: 6.3175 2.6132 -0.2686
O: 7.6406 -4.5775 -2.2410
O: -7.1982 4.1454 8.6096
O: 6.4781 3.5646 1.7785
O: 4.0388 -6.5447 1.2058
O: 3.7225 -5.6283 -0.8413
O: 0.8865 -2.4669 -3.0838
N: -2.1827 1.3016 1.9634
N: -2.6456 -1.0555 -1.9702
C: -10.8147 2.1725 2.9112
C: -2.0921 -1.2953 -1.0172
C: -0.1350 -0.9385 3.4481
C: -4.3707 -2.8981 2.5478
C: -6.2676 1.9913 1.9716
C: 0.8591 4.2266 -4.4134
C: 2.3179 -4.3696 -4.2076
C: 6.6119 -4.6601 -1.2543
C: 7.2628 -3.9641 -3.3642
C: 4.2076 -6.5379 0.0156
C: -8.5602 2.0843 2.3613
C: 0.3340 2.6662 -0.8453
C: 5.4906 -8.4707 0.1068
C: -0.7443 3.6882 -1.3684
C: 1.3424 5.2018 -6.4656
C: 1.0424 -2.4442 -4.2832
C: 2.9442 -4.6016 -0.2258
C: 0.3864 0.1384 -0.1767
C: -0.2159 -0.5206 -4.4539
C: 0.3508 -1.1156 1.9870
C: 8.0395 -3.3175 -5.4531
C: 1.9627 6.1246 -8.5031
C: -2.2963 -2.4594 1.2406
C: -3.4666 -1.7672 1.9431
C: -7.1090 1.9863 5.8827
C: 4.3439 4.2770 -0.8697
C: -0.2354 1.2522 -1.0594
C: -0.5971 -0.4664 0.8889
C: 5.9638 3.4176 0.5539
C: 0.5821 -2.0229 4.3233
C: -1.4072 -1.6481 0.2757
C: -1.4232 0.6159 1.4972
C: -7.6473 3.5855 7.4803
C: 7.5393 2.6592 2.0804
C: -8.0574 5.1503 9.1453
H: -1.3343 1.2908 -1.0240
H: 0.6717 -0.6993 -0.8387
H: -8.1712 5.9746 8.4420
H: 3.5764 5.0477 -0.8688
H: 7.2488 -3.8412 -5.9893
H: 1.1672 5.6235 -9.0537
H: 0.1239 0.0449 3.8609
H: -5.0462 -3.1978 1.7285
H: -10.9876 3.0953 2.3589
H: -5.0157 -2.5286 3.3529
H: 1.6560 7.1315 -8.2220
H: -0.6218 -2.3502 -0.0586
H: 1.3782 -0.7380 1.9227
H: -9.0296 4.7300 9.4004
H: 0.5106 5.1556 -3.9679
H: 6.0298 -9.1268 -0.5719
H: -6.3147 1.2739 5.6704
H: 2.8422 6.1902 -9.1391
H: -11.4401 2.1735 3.8006
H: 0.4049 0.0181 -3.7405
H: 5.0528 4.4915 -1.6688
H: -7.1844 2.6807 5.0545
H: -3.1949 -1.1450 2.8055
H: 5.7692 -5.2318 -1.6245
H: 3.8676 3.3112 -1.0293
H: 0.8455 -2.9144 3.7411
H: -11.0721 1.3079 2.3003
H: 1.5440 -4.9471 -3.7016
H: -2.7003 -3.3236 0.6844
H: -1.6543 -2.9054 2.0188
H: 7.7738 -2.2711 -5.3081
H: 1.3173 0.4996 0.2748
H: 8.9544 -3.3695 -6.0384
H: 7.8694 2.8768 3.0933
H: -1.0782 -0.9610 -3.9565
H: 7.1895 1.6282 2.0384
H: 2.8586 -5.0301 -4.8803
H: 1.3565 3.6435 -3.6512
H: -7.5882 5.5249 10.0520
H: 4.7173 -9.0468 0.6132
H: 0.3858 -2.1989 1.7921
H: 3.0224 -3.9561 -3.4865
H: -1.2070 -1.1236 3.5917
H: 2.0699 -5.0254 0.2683
H: 6.1934 -8.0572 0.8291
H: -3.7698 -3.7743 2.8301
H: -6.3403 1.1208 1.3267
H: 8.3763 2.8059 1.3986
H: -0.1193 -2.3532 5.1021
H: 0.0216 3.6496 -4.8028
H: 6.2957 -3.6627 -0.9463
H: -0.0059 0.9999 -2.1032
H: -6.2568 2.9066 1.3808
H: 7.0272 -5.1735 -0.3887
H: -8.0431 1.4401 6.0101
H: -5.3403 1.9302 2.5369
H: 2.6069 -3.9309 -1.0142
H: 3.5466 -4.0331 0.4829
H: -0.5676 0.1800 -5.2076

Cartesian forces (eV/Å) of the 2 atoms listed first:
0.160 -0.089 -0.318
-0.197 -0.363 0.212

Kohn-Sham gap: 10.72 eV
SMILES: C[C@H](Cl)C[C@@H](C#N)[C@@](C#N)(CCCCl)CC[C@](F)(Br)C(F)(F)Br.COC(=O)OC.COC(=O)OC.COC(=O)OC.COC(=O)OC.COC(=O)OC.COC(=O)OC.COC(=O)OC
HOMO level: -0.393 Ha
Max |F|: 3.99 eV/Å
Charge: 0

---

| no. | DFT total energy (eV) | molecular weight (g/mol) |
| --- | --- | --- |
| 1 | -67428.2472 | 712.21 |
| 2 | -106686.0114 | 692.62 |
| 3 | -136858.5296 | 887.09 |
| 4 | -256511.5405 | 1131.56 |